Entry from the OMol25 dataset: 4 unconnected molecules or ions with the total composition C26H61N4O9S3 (wB97M-V/def2-TZVPD).

## Properties
Charge: -1
Max |F| (eV/Å): 0.854
Orbital gap (eV): 7.577
HOMO level (eV): -5.23

Each line ends with the Mulliken charge.
Positions of all 103 atoms, in Å:
C: -1.92302 2.50899 0.33351  -1.153
C: -1.67828 1.67734 -0.91651  -0.594
N: -0.76035 0.55913 -0.72140  0.521
C: -0.35334 -0.05231 -2.00296  -0.375
C: 0.82557 0.65924 -2.68375  -0.858
C: -1.13464 -0.40101 0.22063  0.203
S: -2.68457 -0.77045 0.63306  -0.279
S: 0.15521 -1.26428 1.01148  -0.228
C: 1.68323 -0.43050 0.53020  1.507
C: 2.27015 0.38492 1.68488  -1.038
C: 1.46110 1.66347 1.90616  0.444
S: 2.10317 3.03909 0.94793  1.108
O: 3.41641 3.32948 1.51484  -0.706
O: 2.14956 2.52174 -0.42566  -0.674
O: 1.11545 4.11024 1.13184  -0.739
H: -1.08809 3.18573 0.52005  0.247
H: -2.08562 1.89261 1.21572  0.293
H: -2.82330 3.10839 0.18265  0.367
H: -2.61450 1.35373 -1.38777  0.130
H: -1.17451 2.32481 -1.63923  0.325
H: -0.12095 -1.09931 -1.81020  0.066
H: -1.23265 -0.03940 -2.65743  0.412
H: 0.57660 0.96146 -3.70094  0.323
H: 1.70844 0.02211 -2.71552  0.261
H: 1.09571 1.55897 -2.12348  0.192
H: 1.49638 0.25569 -0.28297  -0.341
H: 2.37451 -1.20324 0.19977  -0.636
H: 3.29875 0.64181 1.41706  0.391
H: 2.31635 -0.20174 2.60421  0.267
H: 0.43624 1.53123 1.56304  -0.480
H: 1.44426 1.96810 2.94937  -0.006
C: -3.56751 3.59573 -7.94109  -0.721
O: -4.78604 3.98655 -7.34592  -0.352
C: -5.78731 2.97888 -7.32611  -0.779
C: -6.07595 2.52159 -5.91415  -0.217
N: -4.94848 1.79259 -5.35903  -0.294
C: -5.07671 1.44151 -3.94869  -0.700
C: -5.14969 2.57599 -2.93487  -0.691
O: -3.95529 3.31930 -2.82637  -0.290
C: -3.79682 4.39181 -3.72958  -0.681
H: -2.93710 4.48147 -7.99139  0.245
H: -3.04700 2.82589 -7.36139  0.300
H: -3.72417 3.21637 -8.95657  0.345
H: -5.47989 2.12850 -7.94295  0.410
H: -6.69784 3.40453 -7.75791  0.387
H: -6.94604 1.85725 -5.93427  0.348
H: -6.35419 3.40882 -5.32684  0.193
H: -4.10632 2.33931 -5.48678  0.107
H: -4.22071 0.81772 -3.68178  0.366
H: -5.97077 0.81961 -3.83119  0.387
H: -5.31153 2.12391 -1.95297  0.403
H: -5.99535 3.25040 -3.12498  0.456
H: -4.75975 4.84287 -3.99016  0.313
H: -3.29159 4.08922 -4.65265  0.205
H: -3.17738 5.14179 -3.23855  0.302
C: -0.50125 3.62190 8.12389  -0.722
O: 0.50427 2.80793 8.68970  -0.348
C: 0.02875 1.65265 9.36308  -0.812
C: 0.41533 0.39062 8.62473  -0.196
N: -0.30754 0.27663 7.37010  -0.287
C: 0.11281 -0.82717 6.51463  -0.885
C: 1.53400 -0.79780 5.96533  -0.480
O: 1.76294 0.24426 5.04678  -0.172
C: 2.15384 1.49143 5.58816  -0.857
H: -0.01173 4.51486 7.74063  0.248
H: -1.02412 3.12784 7.29843  0.305
H: -1.24153 3.91833 8.87508  0.341
H: -1.05859 1.70221 9.48109  0.411
H: 0.48160 1.63771 10.35912  0.389
H: 0.16344 -0.47136 9.25181  0.356
H: 1.50823 0.39914 8.50144  0.188
H: -0.21551 1.14268 6.85420  0.083
H: -0.56682 -0.86271 5.66051  0.417
H: -0.02313 -1.76178 7.07082  0.432
H: 1.68713 -1.72852 5.41174  0.331
H: 2.28730 -0.76899 6.76468  0.368
H: 2.73333 1.36246 6.50817  0.329
H: 1.29640 2.13815 5.79946  0.304
H: 2.77424 1.99020 4.84379  0.337
C: 6.39459 -6.63491 -1.38258  -0.727
O: 5.76764 -6.14910 -2.54881  -0.346
C: 4.74977 -6.99076 -3.07199  -0.796
C: 3.38744 -6.34826 -2.94168  -0.217
N: 2.97810 -6.26418 -1.54968  -0.282
C: 1.74330 -5.52143 -1.31810  -1.124
C: 1.72663 -4.03787 -1.66092  -0.183
O: 2.55265 -3.24843 -0.83194  -0.356
C: 3.90937 -3.14718 -1.21520  -0.692
H: 7.21715 -5.95907 -1.15625  0.247
H: 5.71541 -6.66280 -0.52338  0.302
H: 6.79756 -7.64178 -1.53675  0.344
H: 4.76118 -7.95951 -2.56226  0.405
H: 4.96660 -7.15780 -4.13100  0.389
H: 2.66008 -6.96161 -3.48335  0.372
H: 3.43034 -5.37079 -3.44318  0.186
H: 3.72308 -5.83887 -1.01246  0.121
H: 1.49091 -5.61615 -0.25972  0.432
H: 0.94145 -6.01087 -1.88136  0.425
H: 0.70870 -3.67567 -1.49257  0.229
H: 1.96558 -3.85075 -2.71600  0.382
H: 4.02698 -3.22411 -2.30005  0.306
H: 4.53477 -3.90806 -0.73658  0.132
H: 4.26751 -2.16833 -0.89397  0.382